1.
DFT (ωB97M-V/def2-TZVPD) results for a molecular structure, C35H17F4LuN8O6.

**Spin multiplicity**: 1
**Charge**: +2

Structure (XYZ):
```
71
Properties=species:S:1:pos:R:3:forces:R:3:lowdin_charge:R:1
Lu 0.055454 -0.081581 -1.164964 0.1 0.6 0.0 1.747
O 2.665060 -0.117854 -4.723561 0.1 0.0 0.0 0.224
C 2.128046 -0.059285 -3.543427 -0.1 0.1 0.0 -0.425
O 0.923271 -0.018054 -3.329457 -0.1 -0.2 0.1 0.008
C 3.096256 -0.025083 -2.399514 0.1 0.0 -0.1 -0.147
C 4.475808 -0.014380 -2.512227 0.0 0.0 -0.1 0.076
C 5.217712 0.036102 -1.340539 0.0 0.0 0.0 0.035
C 4.560402 0.074518 -0.117028 0.1 0.0 0.1 0.060
C 3.175849 0.056099 -0.110153 0.0 0.0 0.2 -0.148
N 2.469342 0.009062 -1.231516 0.3 0.0 -0.1 0.069
C 2.269129 0.102658 1.098130 0.1 0.1 0.0 -0.414
O 2.746345 0.137346 2.309351 0.1 0.0 0.0 0.233
O 1.061697 0.124626 0.927673 -0.2 -0.2 -0.2 0.013
H 1.989853 -0.136332 -5.426519 0.0 0.0 0.0 0.180
H 4.949405 -0.041022 -3.484243 0.0 0.0 0.0 0.145
H 6.298954 0.045821 -1.379783 0.0 0.0 0.0 0.141
H 5.139190 0.121881 0.796893 0.0 0.0 0.0 0.135
H 3.711640 0.092848 2.370256 0.0 0.0 0.0 0.143
C -0.565076 4.257502 5.617878 0.0 0.0 0.0 -0.068
O -0.542952 5.461461 4.868089 0.0 0.0 0.0 -0.065
C -1.329168 5.548383 3.776852 -0.1 -0.1 0.0 -0.279
C -2.132923 4.510665 3.302217 0.0 0.0 0.0 -0.004
C -2.876324 4.690840 2.147564 -0.1 0.1 -0.1 -0.013
C -2.854153 5.907927 1.466424 0.4 -0.3 0.0 -0.281
C -2.112682 6.962597 1.998841 0.1 0.1 -0.1 -0.012
C -1.335693 6.778728 3.120347 0.1 0.1 0.0 0.014
N -3.614225 6.211807 0.304710 -0.7 -0.4 0.4 0.089
N -3.999977 5.352738 -0.507096 0.4 0.9 -0.7 0.084
C -3.437264 4.077830 -0.689358 0.1 -0.5 0.5 -0.237
C -4.277361 3.004175 -0.832547 0.0 0.1 0.1 0.005
C -3.780175 1.698441 -0.975566 -0.2 -0.2 0.0 0.027
C -2.438205 1.445134 -1.016719 -0.1 0.1 0.0 -0.341
O -1.914749 0.204398 -1.109718 -0.3 0.3 0.0 -0.294
C -1.546448 2.548388 -0.985856 0.2 0.1 -0.1 -0.145
N -0.198495 2.281079 -1.124802 -0.3 -0.3 0.1 -0.018
C 0.646659 3.298300 -1.130529 0.1 -0.1 -0.1 -0.127
C 0.245508 4.628207 -1.061193 0.0 0.1 0.0 -0.022
C -1.093470 4.912280 -0.943335 0.1 0.0 0.0 0.043
C -2.030863 3.869725 -0.851878 -0.1 0.1 0.0 -0.083
H 0.133148 4.401949 6.435608 0.0 0.0 0.0 0.097
H -0.244959 3.408286 5.008330 0.0 0.0 0.0 0.089
H -1.560304 4.064211 6.022616 0.0 0.0 0.0 0.102
H -2.203765 3.574705 3.837758 0.0 0.0 0.0 0.105
H -3.524353 3.894610 1.808979 0.0 -0.1 0.0 0.116
H -2.147260 7.923631 1.500283 0.0 0.0 0.0 0.122
H -0.741034 7.583377 3.533039 0.0 0.0 0.0 0.128
H -5.343914 3.178420 -0.774628 0.0 0.0 0.0 0.130
H -4.458726 0.857164 -1.041985 0.0 0.1 0.0 0.131
H 1.701498 3.057816 -1.223725 0.0 0.0 0.0 0.108
H 0.981124 5.417387 -1.120026 0.0 0.0 0.0 0.118
H -1.427835 5.940477 -0.944425 0.0 0.0 0.1 0.128
F 1.387012 -4.798272 -1.605850 -0.1 0.0 0.0 0.117
C 0.775538 -5.932242 -1.243675 0.1 0.0 0.0 -0.130
C 1.481847 -7.071433 -1.221846 0.0 0.0 0.0 -0.123
F 2.751099 -7.035716 -1.569436 0.0 0.0 0.0 0.165
C 0.890495 -8.330183 -0.803039 0.0 -0.1 0.0 -0.001
C -0.535114 -8.274798 -0.528899 -0.1 0.0 0.0 -0.118
C -1.236747 -7.126814 -0.576882 0.0 -0.1 0.0 -0.131
F -2.530356 -7.156815 -0.310869 0.0 0.1 0.0 0.162
C -0.616894 -5.863802 -0.887943 0.0 0.2 0.0 0.006
C -1.299864 -4.669928 -0.839450 -0.2 -0.2 -0.1 -0.112
C -0.689309 -3.411004 -1.073533 0.0 -0.1 0.2 -0.076
N -0.283177 -2.340608 -1.183351 0.1 -0.4 -0.1 0.113
C -2.690742 -4.544074 -0.508866 0.0 0.1 0.0 -0.163
N -3.790606 -4.354592 -0.235917 0.1 0.0 0.0 0.230
F -1.161467 -9.384589 -0.215026 0.1 0.0 0.0 0.181
C 1.625589 -9.461456 -0.632990 0.1 -0.1 0.0 -0.083
C 3.039458 -9.520850 -0.870679 0.0 0.0 0.0 -0.136
N 4.175828 -9.604627 -1.014502 -0.1 0.0 0.0 0.249
C 1.083259 -10.691627 -0.136743 0.0 0.0 0.0 -0.132
N 0.715141 -11.686559 0.303994 0.0 0.0 -0.1 0.260
```
Forces are in eV/Å.

---

2.
DFT (ωB97M-V/def2-TZVPD) results for 2 unconnected molecules or ions with the total composition C2H5BrS.

**Spin multiplicity**: 1
**Energy above the lowest of the compared OMol25 structures with the same formula, charge and spin**: 226.17 kJ/mol

Structure (XYZ):
```
9
Properties=species:S:1:pos:R:3:forces:R:3:nbo_charge:R:1
C -1.116610 -0.613519 -0.149963 -0.3 0.0 0.0 -0.718
C 0.342858 -0.602656 -0.117578 0.4 2.3 1.2 -0.054
S 0.884900 2.008196 1.109582 -1.0 -2.1 -0.5 -0.285
Br 2.613354 2.517472 -0.036261 0.6 0.2 -0.4 -0.084
H -1.543641 -0.560643 0.849970 0.0 0.0 0.0 0.241
H -1.514600 0.186555 -0.770673 0.0 0.0 0.0 0.246
H -1.452501 -1.557578 -0.599069 0.0 -0.1 0.0 0.248
H 0.910210 -0.327193 -0.988698 0.1 0.0 -0.2 0.202
H 0.876029 -1.050634 0.702690 0.1 -0.2 0.0 0.205
```
Forces are in eV/Å.

---

3.
DFT (ωB97M-V/def2-TZVPD) results for a molecular structure, C20H34BrN3OPdSSi.

**Spin multiplicity**: 1
**Charge**: -2
**Energy above the lowest of the compared OMol25 structures with the same formula, charge and spin**: 0.00 kJ/mol

Structure (XYZ):
```
62
Properties=species:S:1:pos:R:3:forces:R:3:nbo_charge:R:1
Pd -0.140248 0.926277 -2.940430 0.3 0.6 -0.4 0.113
N -3.936099 1.174983 -5.364999 0.1 -0.1 0.0 -0.858
C -2.758189 0.761588 -4.669697 -0.1 0.1 -0.1 0.230
S -2.258513 1.854979 -3.400829 -0.3 0.1 0.1 -0.544
N -2.238829 -0.332078 -5.091293 0.0 0.0 0.1 -0.437
N -1.122862 -0.880002 -4.455493 0.0 -0.1 -0.2 -0.347
C 0.017219 -0.309637 -4.741261 -0.1 -0.2 0.2 -0.028
C 1.299650 -1.037916 -4.477024 0.1 0.0 0.0 -0.186
C 1.489745 -2.309372 -4.989333 0.0 0.1 0.0 -0.179
C 2.699468 -2.996601 -4.844048 -0.1 0.0 0.0 -0.373
C 3.737976 -2.360057 -4.173617 0.0 0.1 0.0 -0.166
C 3.576605 -1.092471 -3.636758 -0.1 0.0 0.0 -0.378
C 2.335820 -0.395145 -3.715712 0.0 0.0 0.0 0.398
O 2.141277 0.725741 -3.117672 0.0 -0.2 0.1 -0.794
H -4.525847 1.698491 -4.732665 0.0 0.0 0.0 0.361
H -4.410308 0.357090 -5.729410 0.0 0.0 0.0 0.351
H 0.033882 0.479948 -5.494620 0.1 0.1 -0.1 0.176
H 0.657399 -2.763931 -5.518049 0.0 0.0 0.0 0.199
H 2.823438 -3.995939 -5.246913 0.0 0.0 0.0 0.175
H 4.693759 -2.865681 -4.054674 0.0 0.0 0.0 0.164
H 4.380649 -0.613907 -3.087128 0.0 0.0 0.0 0.185
C -2.388284 2.162748 1.312979 0.0 0.0 0.0 -0.618
C -1.907509 1.093090 2.309619 0.0 0.0 0.0 -0.560
C -1.744739 1.749001 3.689772 0.0 0.0 0.0 -0.607
C -3.051253 0.073795 2.410369 0.0 0.0 0.0 -0.608
Si -0.289911 0.225411 1.680600 0.1 0.2 0.3 1.802
Br -0.555401 -0.112884 -0.477684 -0.2 -0.4 0.1 -0.252
C 1.262062 1.376191 1.819041 0.0 0.0 0.0 -0.564
C 1.841784 1.459323 3.238642 0.0 0.0 0.0 -0.606
C 0.895574 2.800209 1.371096 0.0 0.0 -0.1 -0.615
C 2.377316 0.922331 0.857756 0.0 0.0 0.0 -0.617
C -0.004999 -1.489630 2.542645 0.0 0.0 0.0 -0.560
C -1.002012 -2.542697 2.031923 0.0 0.0 -0.1 -0.613
C -0.106997 -1.434060 4.073963 -0.1 0.0 0.0 -0.607
C 1.387304 -2.023460 2.174002 0.0 0.0 0.0 -0.610
H -3.335995 2.579139 1.681376 0.0 0.0 0.0 0.182
H -2.565062 1.745182 0.319158 0.0 0.0 0.0 0.255
H -1.690472 2.987893 1.200172 0.0 0.0 0.0 0.213
H -2.711947 2.157358 4.013445 0.0 0.0 0.0 0.190
H -1.035921 2.578489 3.669913 0.0 0.0 0.0 0.205
H -1.414440 1.044332 4.457412 0.0 0.0 0.0 0.199
H -3.982598 0.605993 2.644945 0.0 0.0 0.0 0.191
H -2.887390 -0.660582 3.200702 0.0 0.0 0.0 0.191
H -3.201563 -0.453607 1.464431 0.0 0.0 0.0 0.230
H 1.106234 1.787837 3.978579 0.0 0.0 0.0 0.198
H 2.664610 2.186775 3.249133 0.0 0.0 0.0 0.194
H 2.253824 0.505239 3.574263 0.0 0.0 0.0 0.198
H 0.212499 3.295548 2.061919 0.0 0.0 0.0 0.187
H 0.453369 2.804806 0.370565 0.0 0.0 0.0 0.246
H 1.812431 3.401989 1.327742 0.0 0.0 0.0 0.194
H 2.774032 -0.063074 1.094303 0.0 0.0 0.0 0.200
H 3.208092 1.636666 0.929306 0.0 0.0 0.0 0.187
H 2.043487 0.905327 -0.182885 0.1 0.0 0.0 0.269
H -2.035782 -2.314129 2.279207 0.0 0.0 0.0 0.206
H -0.758297 -3.511395 2.489580 0.0 0.0 0.0 0.183
H -0.934813 -2.652315 0.947328 0.0 0.0 0.1 0.239
H -1.117615 -1.188509 4.410131 0.0 0.0 0.0 0.200
H 0.579138 -0.709725 4.516284 0.0 0.0 0.0 0.205
H 0.142555 -2.419865 4.490880 0.0 0.0 0.0 0.189
H 1.533349 -2.057053 1.090991 0.0 0.0 0.1 0.237
H 1.488993 -3.047759 2.557397 0.0 0.0 0.0 0.188
H 2.190370 -1.430286 2.610626 0.0 0.0 0.0 0.199
```
Forces are in eV/Å.

---

| no. | DFT total energy (eV) |
| --- | --- |
| 1 | -105252.3860 |
| 2 | -83030.0669 |
| 3 | -120046.0159 |